One molecule with the formula C5H8N2O2 at a distorted geometry, computed with the ωB97M-V functional and the def2-TZVPD basis.

```
17
C5H8N2O2 the ωB97M-V functional and the def2-TZVPD basis
C -0.32 -0.03 0.38
C -0.15 0.93 1.54
C -1.77 -0.20 -0.04
N 1.30 -0.69 -1.15
C 1.25 -1.55 -0.09
C 0.54 0.36 -0.88
O 0.19 -1.34 0.73
N 0.47 1.44 -1.55
O 2.02 -2.49 0.04
H 2.00 -0.77 -1.87
H 1.24 1.55 -2.21
H -0.72 0.59 2.42
H -0.50 1.93 1.29
H 0.90 1.00 1.85
H -1.86 -0.92 -0.86
H -2.21 0.75 -0.38
H -2.38 -0.57 0.79
```

## Properties
Energy (eV): -12390.5195
Energy relative to the best compared isomer or geometry (same formula, charge and spin) (kcal/mol): 9.59
SMILES: [H]/N=C1\NC(=O)OC1(C)C
Gap between HOMO and LUMO (eV): 10.63
Net charge: 0

Atom charges from the Löwdin analysis, given in e for atoms 1 to 2: -0.46, 0.00



One molecule with the formula C5H8N2O2 at a distorted geometry, computed with the ωB97M-V functional and the def2-TZVPD basis.

```
17
C5H8N2O2 the ωB97M-V functional and the def2-TZVPD basis
C -0.26 1.63 -0.46
C -0.34 -1.06 0.22
C 1.13 -0.80 0.87
C 0.16 0.24 -0.79
C 0.74 -0.15 -1.93
O -1.27 0.27 1.85
O -0.40 -2.22 -0.50
N -1.41 -0.88 0.99
N 1.85 0.01 1.39
H -2.03 0.16 2.43
H -1.32 -2.51 -0.45
H 2.30 -0.08 2.29
H -1.34 1.70 -0.37
H 0.10 2.32 -1.23
H 0.14 1.96 0.50
H 0.94 0.57 -2.71
H 1.03 -1.17 -2.10
```

## Properties
Energy (eV): -12383.5111
Energy relative to the best compared isomer or geometry (same formula, charge and spin) (kcal/mol): 171.21
Gap between HOMO and LUMO (spin up / spin down) (eV): 7.38 / 7.39
Net charge: 0

Atom charges from the Löwdin analysis, given in e for atoms 1 to 2: -0.07, -0.59